Entry from the OMol25 dataset: a single C4H4BrNO molecule at a distorted geometry (ωB97M-V/def2-TZVPD).

Computed properties:
Gap between HOMO and LUMO in eV: 7.396
SMILES string: BrN1C=CC=CO1
Energy relative to the best compared isomer or geometry (same formula, charge and spin) in kcal/mol: 102.5
Molecular weight in g mol⁻¹: 161.99

Geometry (Å):
C -0.22067 0.87755 -0.78078
C 1.05209 0.69809 -0.24297
C -1.20318 -0.00731 -0.51713
C 1.40933 -0.32761 0.49649
N -0.96121 -1.18680 0.15974
O 0.58676 -1.38582 0.76672
Br -2.12386 -1.79989 1.44449
H -0.56023 1.75828 -1.19685
H 1.78958 1.54144 -0.26284
H -2.23960 0.14563 -0.74719
H 2.47099 -0.31356 0.88033

***

Entry from the OMol25 dataset: a molecular structure, C6H13InN6O3S2 (ωB97M-V/def2-TZVPD).

Computed properties:
Total charge: +2
Gap between HOMO and LUMO in eV: 7.752
Molecular weight in g mol⁻¹: 396.16

Geometry (Å):
In -0.37782 -0.20542 0.48425
N 2.08537 -0.52717 0.46347
N 2.55731 -0.33098 1.78517
C 1.70160 -0.20442 2.83432
N 2.12573 0.01653 4.05233
N 0.43618 -0.34715 2.45390
N -0.68460 -0.19874 3.24532
O -1.69542 -0.29026 2.52090
O -0.65326 0.00067 4.42470
H 2.42142 -1.42796 0.13288
H 2.47855 0.19997 -0.12809
H 3.54973 -0.24299 1.92994
H 3.10742 0.10744 4.27064
H 1.45269 0.07017 4.80363
O 0.01653 1.81702 0.34094
S -0.38047 2.76272 -0.87368
C -0.15664 4.43982 -0.20506
C -1.54959 5.07181 -0.07559
C -2.45459 4.35674 -1.08117
C -2.18405 2.86682 -0.88879
H 0.48813 4.96762 -0.90764
H 0.37898 4.30967 0.73463
H -1.49732 6.14122 -0.26842
H -1.92940 4.93840 0.93707
H -2.20685 4.65925 -2.10214
H -3.50978 4.57673 -0.92467
H -2.57048 2.21730 -1.67146
H -2.51116 2.51088 0.08982
S -3.81423 -2.56937 -0.25671
C -2.74831 -1.46973 -0.46370
N -1.94503 -0.56250 -0.68426

***

Entry from the OMol25 dataset: a molecular structure, C21H23LaN5OS3 at a distorted geometry (ωB97M-V/def2-TZVPD).

Computed properties:
Total charge: +1
Gap between HOMO and LUMO in eV: 7.915
Energy relative to the best compared isomer or geometry (same formula, charge and spin) in kcal/mol: 4.5
Molecular weight in g mol⁻¹: 596.56

Geometry (Å):
La 0.79949 -1.84946 0.36821
S -0.72606 -3.07293 2.16447
C 0.39155 -1.95693 3.06349
C -0.30807 -1.04669 3.86780
C 0.38635 -0.14113 4.66624
C 1.79935 -0.06052 4.57286
C 2.48402 -0.95578 3.71776
C 1.85639 -1.88689 2.94819
S 2.75531 -3.04664 1.93409
H -1.38605 -0.93588 3.85118
H -0.33718 0.47039 5.23293
H 2.44080 0.64302 5.08025
H 3.54325 -0.89016 3.66118
C 1.53331 2.27743 -1.38462
C 0.43657 1.57508 -0.59319
O 0.99609 0.65514 0.39117
H 1.14775 2.83545 -2.20743
H 2.23855 1.44900 -1.73667
H 2.09298 3.02484 -0.80501
H -0.30414 1.04123 -1.30475
H -0.20249 2.33435 -0.10271
H 0.87196 1.11297 1.19644
S 2.26833 -1.25336 -2.36838
C 3.86746 -1.11186 -1.81261
N 4.89490 -0.33145 -2.26179
C 6.14133 -0.85457 -1.75257
C 5.72418 -1.31687 -0.37074
N 4.31160 -1.74381 -0.73501
H 4.79140 -0.12752 -3.25886
H 7.06282 -0.11956 -1.70229
H 6.48672 -1.74738 -2.28712
H 5.70071 -0.55586 0.38659
H 6.29160 -2.21919 -0.19161
H 3.72141 -2.18959 -0.07593
N -8.72612 2.57130 0.87360
C -7.73028 2.23424 0.41910
C -6.43522 1.76133 -0.13163
C -5.30290 1.68734 0.62286
C -4.16693 1.04075 0.16289
C -4.07524 0.51993 -1.13073
C -5.15312 0.72418 -1.97108
C -6.34852 1.27396 -1.45302
N -2.92231 -0.10991 -1.58840
C -2.34102 -0.06862 -2.84359
C -1.25711 -0.87116 -2.83671
N -1.15742 -1.45758 -1.59267
C -2.15151 -0.94888 -0.86161
H -5.18497 2.06878 1.60453
H -3.27282 1.15053 0.77364
H -4.97236 0.58905 -3.04708
H -7.12840 1.35541 -2.17437
H -2.62732 0.75390 -3.55003
H -0.54587 -1.12577 -3.59943
H -2.27275 -1.15367 0.17218

***

Q: molecular weight of number 3 (C21H23LaN5OS3)?
A: 596.56 g mol⁻¹